# 1
DFT (wB97M-V/def2-TZVPD) results for C32H45N3O5RuSSi as an isolated structure.

The geometry in XYZ format:
```
88
Properties=species:S:1:pos:R:3:lowdin_spin:R:1
Ru 0.4470 0.7116 0.4100 2.483
C 3.6928 0.2552 -0.8255 0.010
O 2.6917 1.1810 -0.3899 0.106
C 2.7465 2.4746 -0.8227 0.082
C 3.9086 3.0740 -1.2641 -0.010
C 3.8783 4.3942 -1.6991 0.113
C 2.6857 5.1090 -1.6989 -0.006
C 1.5176 4.5143 -1.2715 0.090
C 1.5227 3.1855 -0.8125 0.019
N 0.3810 2.5573 -0.3724 0.395
N -0.7618 3.2209 -0.6658 0.308
C -1.9324 2.9205 -0.1111 0.189
C -2.2020 2.0020 0.9843 0.218
O -1.2853 1.2289 1.4817 0.366
C -3.5119 1.9191 1.5252 -0.001
C -4.5441 2.6355 1.0192 0.161
C -4.3513 3.5054 -0.1073 0.030
C -5.4246 4.2163 -0.6546 0.023
C -5.2420 5.0388 -1.7457 0.037
C -3.9741 5.1686 -2.3146 0.018
C -2.9026 4.4856 -1.7824 0.043
C -3.0683 3.6415 -0.6723 0.027
H 3.8485 0.3552 -1.8999 0.001
H 3.3030 -0.7356 -0.6022 0.001
H 4.6261 0.4234 -0.2882 0.001
H 4.8362 2.5200 -1.2767 -0.003
H 4.7912 4.8584 -2.0460 0.006
H 2.6683 6.1330 -2.0452 -0.003
H 0.5795 5.0467 -1.2801 0.007
H -3.6476 1.2413 2.3578 -0.004
H -5.5350 2.5512 1.4469 0.008
H -6.4058 4.1089 -0.2091 0.000
H -6.0808 5.5816 -2.1607 0.001
H -3.8309 5.8091 -3.1744 0.000
H -1.9189 4.5866 -2.2168 0.004
C 1.2859 -3.3811 2.0016 0.000
C 0.5114 -2.0904 2.1998 0.001
C 1.1977 -1.1908 3.2038 0.000
C -0.9255 -2.3538 2.6155 0.002
O 0.4770 -1.3538 0.9067 0.042
Si 0.1686 -2.0139 -0.6398 0.018
S -0.0661 -0.1880 -1.6477 0.165
O 1.5358 -2.8100 -0.9730 0.003
C 1.8854 -3.7500 -2.0195 0.000
C 1.3173 -3.2706 -3.3469 0.001
C 1.3337 -5.1152 -1.6370 0.000
C 3.4042 -3.7654 -2.0615 0.000
O -1.1116 -2.9836 -0.5856 0.002
C -2.5009 -2.9368 -1.0149 0.001
C -3.0858 -4.2824 -0.6220 0.000
C -2.5724 -2.7412 -2.5209 0.002
C -3.2006 -1.7950 -0.2887 0.001
H 1.3628 -3.8929 2.9615 0.000
H 2.2894 -3.1848 1.6254 0.000
H 0.7767 -4.0476 1.3051 0.000
H 1.2853 -1.7248 4.1505 0.000
H 0.6107 -0.2896 3.3745 0.000
H 2.1990 -0.9162 2.8678 0.000
H -0.9352 -2.7896 3.6154 0.000
H -1.4076 -3.0491 1.9309 0.000
H -1.4890 -1.4194 2.6357 0.000
H 0.2269 -3.2716 -3.3268 0.000
H 1.6364 -3.9309 -4.1538 0.000
H 1.6626 -2.2600 -3.5702 0.001
H 0.2487 -5.0733 -1.5358 0.000
H 1.7618 -5.4459 -0.6897 0.000
H 1.5831 -5.8521 -2.4014 0.000
H 3.7871 -2.7816 -2.3377 0.000
H 3.7566 -4.4894 -2.7965 0.000
H 3.8066 -4.0393 -1.0856 0.000
H -2.5759 -5.0889 -1.1498 0.000
H -4.1459 -4.3201 -0.8737 0.000
H -2.9785 -4.4462 0.4509 0.000
H -2.0184 -3.5243 -3.0385 0.000
H -2.1825 -1.7675 -2.8188 0.003
H -3.6128 -2.8031 -2.8421 0.000
H -3.2069 -1.9614 0.7884 0.000
H -4.2343 -1.7167 -0.6281 0.000
H -2.7026 -0.8454 -0.4960 0.002
C 3.1485 1.9433 5.1704 0.000
C 2.3547 2.9101 4.2878 0.001
C 1.8628 2.2578 3.0782 0.005
N 1.4829 1.7256 2.1398 0.028
H 3.4871 2.4668 6.0617 0.000
H 4.0210 1.5604 4.6439 0.000
H 2.5314 1.1014 5.4798 0.000
H 2.9626 3.7611 3.9774 0.000
H 1.4853 3.3074 4.8141 0.000
```

Output
calculated total energy = -2569.3167 Ha
energy relative to the best compared isomer or geometry (same formula, charge and spin) = 0.0 kJ/mol
charge = +1
LUMO energy (spin up / spin down) = -2.473 / -4.977 eV
2S+1 = 6

---

# 2
DFT (wB97M-V/def2-TZVPD) results for C32H45N7O5P2S3W as an isolated structure in a non-equilibrium geometry.

The geometry in XYZ format:
```
95
Properties=species:S:1:pos:R:3:lowdin_spin:R:1
W 0.3190 -0.5860 0.4787 1.585
C 1.8028 -3.3483 -2.7600 0.000
C 2.4942 -3.5954 -1.4464 -0.001
C 3.7525 -4.1945 -1.4569 0.001
C 4.3822 -4.5744 -0.2851 -0.001
C 3.7199 -4.4139 0.9204 0.001
C 2.4663 -3.8175 0.9712 0.000
C 1.7401 -3.7601 2.2869 0.003
C 1.8940 -3.3322 -0.2124 0.004
N 0.6283 -2.6343 -0.0996 0.011
C -0.4626 -3.4114 -0.3186 0.017
O -0.5332 -4.5262 -0.8111 0.046
C -1.6878 -2.7435 0.2239 0.030
C -2.9748 -3.2302 0.1678 -0.005
C -3.9841 -2.5007 0.7804 0.027
C -3.6771 -1.3234 1.4482 -0.004
C -2.3676 -0.9050 1.4696 0.030
N -1.4079 -1.6257 0.8830 0.018
C -1.8309 0.2124 2.3233 0.018
O -2.5821 0.8884 3.0040 0.038
N -0.4660 0.2032 2.3008 0.016
C 0.1959 0.4950 3.5570 0.005
C 0.2165 -0.5748 4.4752 0.000
C -0.5294 -1.8607 4.2095 0.002
C 0.8739 -0.4272 5.6872 0.001
C 1.4960 0.7679 6.0156 -0.001
C 1.4316 1.8223 5.1279 0.000
C 0.7759 1.7145 3.8985 -0.001
C 0.7028 2.9542 3.0500 0.000
H 1.6228 -2.2890 -2.9249 0.000
H 2.4225 -3.7132 -3.5800 0.000
H 0.8497 -3.8820 -2.7873 0.000
H 4.2335 -4.3751 -2.4127 0.000
H 5.3686 -5.0236 -0.3144 0.000
H 4.1679 -4.7726 1.8413 0.000
H 2.2277 -4.4123 3.0126 0.000
H 0.7035 -4.0862 2.1859 0.000
H 1.7348 -2.7534 2.6982 0.002
H -3.1499 -4.1690 -0.3412 -0.001
H -5.0047 -2.8638 0.7616 0.002
H -4.4159 -0.7345 1.9753 -0.001
H -0.4328 -2.1888 3.1823 0.003
H -1.5985 -1.7309 4.4133 0.000
H -0.1646 -2.6573 4.8583 0.000
H 0.8882 -1.2598 6.3824 0.000
H 2.0173 0.8759 6.9599 0.000
H 1.8949 2.7711 5.3805 0.000
H 1.6780 3.4452 3.0091 0.000
H -0.0078 3.6607 3.4896 0.000
H 0.3880 2.7293 2.0433 0.000
S 4.8085 -0.2030 -0.5170 0.023
C 3.2178 -0.3320 -0.1853 0.023
S 2.5530 -0.5157 1.4189 0.042
S 1.9429 -0.1800 -1.3719 0.006
C -4.0016 1.1650 -1.9025 0.000
N -2.7622 1.7556 -2.4219 0.000
C -2.9254 2.4158 -3.7201 0.000
P -1.3691 0.8961 -2.2282 0.005
O -1.4429 0.1772 -0.9185 0.034
O -0.2111 1.9892 -2.2651 0.000
P 0.2398 2.6996 -0.8488 0.003
O 0.3933 1.6986 0.2381 0.012
N 1.6138 3.4580 -1.2332 0.001
C 1.8189 4.2081 -2.4694 0.000
C 2.8803 3.0116 -0.6115 0.001
N -0.9949 3.7069 -0.5126 0.001
C -1.4885 4.6927 -1.4696 0.000
C -1.9355 3.4127 0.5783 0.000
N -1.0790 -0.0518 -3.5243 0.000
C 0.0275 0.2179 -4.4561 0.000
C -1.4138 -1.4817 -3.3681 0.001
H -4.7303 1.9596 -1.7381 0.000
H -3.8113 0.6694 -0.9535 0.000
H -4.4359 0.4425 -2.6045 0.000
H -3.6770 3.2007 -3.6279 0.000
H -3.2447 1.7125 -4.4973 0.000
H -1.9917 2.8827 -4.0381 0.000
H 0.9366 4.7614 -2.7762 0.000
H 2.1267 3.5453 -3.2843 0.000
H 2.6130 4.9335 -2.2987 0.000
H 2.6930 2.4030 0.2663 0.001
H 3.4421 3.8989 -0.3116 0.000
H 3.4683 2.4251 -1.3180 0.000
H -1.3051 5.7131 -1.1289 0.000
H -2.5650 4.5550 -1.5938 0.000
H -1.0407 4.5660 -2.4520 0.000
H -2.0281 4.2779 1.2372 0.000
H -1.6007 2.5727 1.1728 0.000
H -2.9186 3.1775 0.1584 0.000
H 0.1861 1.2877 -4.5709 0.000
H -0.2373 -0.1950 -5.4300 0.000
H 0.9620 -0.2347 -4.1161 0.000
H -2.3358 -1.6026 -2.8013 0.000
H -0.6216 -2.0297 -2.8662 0.000
H -1.5678 -1.9067 -4.3602 0.000
```

Output
calculated total energy = -3950.5441 Ha
energy relative to the best compared isomer or geometry (same formula, charge and spin) = 107.2 kJ/mol
charge = 0
LUMO energy (spin up / spin down) = -0.255 / -0.785 eV
2S+1 = 3